102
Properties=species:S:1:pos:R:3 method="wB97M-V/def2-TZVPD" multiplicity=1 charge=-1 e_lumo_ev=0.732 orbital_gap_ev=5.94 de_lowest_kcal_mol=26.1 e_tot_ha=-3789.22503
Y -0.3555 -1.3612 -0.9098
C -0.2315 -1.2613 5.2357
C 1.2569 -1.1592 5.1480
N 2.0131 -1.4269 6.1666
C 3.3793 -1.2852 6.0450
C 4.0178 -1.0908 4.8697
C 5.5080 -1.0837 4.7720
O 5.9498 -2.3831 4.3358
C 3.2079 -0.9438 3.7027
C 3.6208 -1.2288 2.4020
N 2.8456 -0.9728 1.3707
C 3.0049 -1.6555 0.0878
C 4.3145 -1.9098 -0.3163
C 4.5394 -2.7125 -1.4205
C 3.4499 -3.2696 -2.0760
C 2.1605 -2.9314 -1.6827
C 1.8742 -2.0680 -0.6041
I -1.5174 -3.9896 -0.6783
C 1.8405 -0.7100 3.9063
O 1.0291 -0.6355 2.8479
H -0.6669 -0.2638 5.1157
H -0.5045 -1.6698 6.2049
H -0.6293 -1.8889 4.4334
H 3.9428 -1.3922 6.9672
H 5.9299 -0.8305 5.7449
H 5.8249 -0.3234 4.0554
H 6.9071 -2.4217 4.4170
H 4.5388 -1.7777 2.2294
H 5.1571 -1.4836 0.2198
H 5.5530 -2.9088 -1.7509
H 3.6021 -3.9521 -2.9060
H 1.3379 -3.4014 -2.2185
I 1.9394 2.0692 4.7582
C 1.7076 -0.1232 1.7134
H 0.9938 -0.0469 0.9103
H 2.0806 0.8632 1.9714
O -1.8351 -0.8188 0.6741
C -2.7561 -0.7509 -0.2068
O -2.4698 -0.6590 -1.4230
C -4.1880 -0.8443 0.2050
C -5.1562 -1.0056 -0.7760
C -6.4807 -1.1820 -0.4077
C -6.7978 -1.1835 0.9373
C -5.8496 -1.0171 1.9267
C -4.5271 -0.8483 1.5510
N -8.2190 -1.3799 1.3389
O -9.0336 -1.5802 0.4633
O -8.4857 -1.3312 2.5209
H -4.8509 -0.9966 -1.8161
H -7.2601 -1.3305 -1.1398
H -6.1507 -1.0368 2.9631
H -3.7451 -0.7236 2.2901
C -0.4260 -4.4511 -4.5441
C -1.2579 -3.2041 -4.3622
O -0.5170 -2.2920 -3.5145
P -0.5333 -0.6960 -3.8658
O 0.2443 -0.2270 -2.6312
Te -2.5793 0.1023 -4.6882
O 0.4435 -0.5904 -5.1264
C 1.7836 -1.1362 -5.0521
C 2.7610 -0.1954 -4.3692
H -1.0045 -5.2017 -5.0890
H -0.1577 -4.8637 -3.5693
H 0.4879 -4.2370 -5.1036
H -2.1971 -3.4321 -3.8667
H -1.4736 -2.7172 -5.3084
H 2.0752 -1.3059 -6.0852
H 1.7606 -2.0999 -4.5386
H 2.6612 0.8110 -4.7818
H 3.7837 -0.5448 -4.5373
H 2.5794 -0.1536 -3.2957
C -1.3763 1.9323 2.1471
C -1.7068 2.6507 0.8291
C -2.1298 4.0867 1.1576
P -0.3312 2.3648 -0.3990
C 0.8751 3.7797 -0.2648
C 0.4582 5.2054 -0.6329
C 1.5476 3.7822 1.1137
C -1.1503 2.5971 -2.0459
C -0.0864 2.7749 -3.1357
C -2.2835 3.6094 -2.2117
H -2.2064 2.0461 2.8549
H -0.4862 2.3561 2.6222
H -1.2065 0.8657 2.0031
H -2.5538 2.1389 0.3589
H -1.3654 4.5829 1.7599
H -3.0455 4.0606 1.7594
H -2.3279 4.6939 0.2771
H 1.6343 3.4704 -0.9902
H -0.2575 5.6196 0.0753
H 0.0360 5.2824 -1.6319
H 1.3484 5.8443 -0.6045
H 0.8673 4.1187 1.8984
H 2.4079 4.4590 1.1142
H 1.9080 2.7959 1.4056
H -1.6036 1.6167 -2.2068
H 0.3218 3.7895 -3.1396
H -0.5349 2.5849 -4.1147
H 0.7420 2.0735 -3.0097
H -1.9650 4.6399 -2.0482
H -3.1216 3.3981 -1.5434
H -2.6587 3.5329 -3.2376

=====

101
Properties=species:S:1:pos:R:3 method="wB97M-V/def2-TZVPD" multiplicity=1 e_lumo_ev=-0.574 orbital_gap_ev=7.27 de_lowest_kcal_mol=0.0 e_tot_ha=-7523.81006
C 3.7907 -6.8789 -0.7452
C 3.0833 -6.2726 -2.0514
O 1.9283 -7.0034 -2.5273
C 0.9288 -7.1907 -1.5076
C 0.5197 -5.8132 -0.7423
C 0.3307 -5.9130 0.7957
N 0.0148 -4.7760 1.5905
C -0.0974 -3.5612 0.8302
C -0.3996 -2.2423 1.6579
C -0.5281 -2.3312 3.2699
Br 0.7585 -1.0661 4.1804
C -2.0698 -2.1245 3.7846
C -3.1385 -1.9807 2.6019
Br -2.1831 -0.6257 5.1307
C -0.5322 -0.8797 0.8983
C -0.8442 0.5253 1.6145
C 0.4490 1.4446 1.8538
C 0.9727 2.2126 0.5334
C 2.5873 2.4169 0.5281
C 3.3776 1.0056 0.4868
C 4.9714 1.1988 0.2139
O 5.7421 0.4482 1.1924
C 5.6472 -0.9566 0.9897
C 5.8432 -1.7197 -0.3998
O 5.4290 -1.6653 2.0183
C -0.3903 -0.8218 -0.6834
C -0.1004 -2.1397 -1.4237
C 0.0346 -2.0460 -3.0379
C 0.0674 -3.5493 -0.7078
N 0.3792 -4.6589 -1.5679
H 4.5785 -6.0975 -0.4076
H 3.1044 -7.0391 0.1508
H 4.4109 -7.8135 -1.0249
H 2.8939 -5.1364 -1.9224
H 3.8693 -6.3368 -2.9004
H -0.0462 -7.6205 -1.9603
H 1.2631 -7.9464 -0.7146
H 0.4534 -6.9265 1.3191
H -0.2158 -3.3714 3.6652
H -2.3736 -3.0659 4.3846
H -4.1767 -1.8983 3.1141
H -3.2000 -2.9381 1.9537
H -3.0310 -1.0381 1.9674
H -1.4803 0.3511 2.5456
H -1.5179 1.1068 0.8726
H 1.3481 0.9054 2.3033
H 0.1687 2.2806 2.6073
H 0.6996 1.7008 -0.4506
H 0.5345 3.2767 0.4917
H 2.8890 3.1199 -0.3359
H 2.8806 2.9705 1.5030
H 2.9324 0.3209 -0.3214
H 3.3045 0.4321 1.4902
H 5.2399 2.3060 0.3592
H 5.2662 0.8919 -0.8469
H 6.3217 -2.7488 -0.2303
H 6.5267 -1.1512 -1.1563
H 4.7923 -1.9188 -0.8222
H -0.5034 0.1523 -1.2777
H 0.2325 -3.0572 -3.5263
H 0.8197 -1.2711 -3.3295
H -0.9871 -1.6780 -3.4045
C 9.0043 2.4834 -1.3559
C 9.0268 1.5129 -2.5184
C 8.6031 2.1299 -3.8192
O 8.0449 1.0256 -4.5197
C 7.5916 0.1527 -3.5775
O 6.8801 -0.7825 -3.8097
O 8.0561 0.4854 -2.3340
H 9.4082 2.0067 -0.4590
H 9.5973 3.3755 -1.5703
H 7.9811 2.7840 -1.1152
H 10.0121 1.0416 -2.6012
H 9.4446 2.5511 -4.3717
H 7.8310 2.8985 -3.7073
C -7.0072 2.5564 0.7649
C -6.0835 1.3708 0.9452
C -4.7503 1.7365 1.5288
O -3.8899 0.7428 0.9825
C -4.4476 0.3503 -0.1984
O -3.8893 -0.3150 -1.0219
O -5.7242 0.8153 -0.3177
H -7.9910 2.2191 0.4252
H -7.1340 3.1082 1.6980
H -6.6288 3.2351 -0.0017
H -6.5772 0.5897 1.5340
H -4.7485 1.6909 2.6193
H -4.3903 2.7215 1.2140
C -10.9203 6.6155 0.8055
C -9.4764 6.8998 0.4480
C -9.0962 6.4275 -0.9249
O -7.7087 6.1481 -0.7831
C -7.5051 5.8365 0.5272
O -6.5014 5.3471 0.9585
O -8.5948 6.1544 1.2837
H -11.1637 7.0612 1.7735
H -11.6036 7.0218 0.0562
H -11.0962 5.5411 0.9040
H -9.2545 7.9642 0.5803
H -9.2600 7.1916 -1.6865
H -9.6082 5.5081 -1.2281

=====

101
Properties=species:S:1:pos:R:3 method="wB97M-V/def2-TZVPD" multiplicity=1 e_lumo_ev=0.211 orbital_gap_ev=8.58 e_tot_ha=-3092.20169
C 2.3220 -4.0474 3.3536
C 3.2747 -3.5038 2.8020
C 4.3724 -2.6456 2.0504
C 3.5917 -1.4720 1.2908
C 3.9142 -1.0234 -0.0989
C 3.0856 0.0719 -0.7581
O 3.3968 0.4897 -2.0607
C 1.9545 0.6691 0.0069
C 1.6439 0.2382 1.4397
C 2.4558 -0.8319 2.0855
N 0.5550 0.8556 2.2074
C -0.7163 0.8848 1.4686
C -0.8031 1.4226 0.0449
C -2.1011 1.4834 -0.7035
C -3.3295 0.9596 0.0159
C -3.2739 0.4309 1.4421
C -4.6157 -0.0768 2.1385
C -5.2302 -1.3362 1.3286
C -5.1214 -2.7043 2.1613
C -3.8775 -3.6037 1.6871
C -1.9630 0.3800 2.1885
I -1.6948 -0.3572 4.1940
S 0.8193 1.9657 -0.6598
H 1.2904 -4.2089 3.7757
H 5.1384 -2.2193 2.7676
H 4.8580 -3.2980 1.2605
H 4.7803 -1.5298 -0.6175
H 2.7101 0.1869 -2.6956
H 2.1897 -1.1214 3.1377
H 0.8269 1.8563 2.2875
H -2.1309 1.8860 -1.7580
H -4.3316 0.9442 -0.4970
H -4.4152 -0.4534 3.1934
H -5.3788 0.7671 2.2257
H -4.5697 -1.4605 0.4053
H -6.3040 -1.1537 1.0035
H -6.0573 -3.3194 1.9369
H -5.1045 -2.5535 3.2808
H -3.4265 -4.2060 2.5334
H -4.2595 -4.3365 0.9151
H -3.0856 -2.9694 1.1863
C -10.1768 -6.2943 -2.3791
C -9.5838 -5.4743 -1.2497
O -8.4196 -6.1114 -0.7086
C -7.2964 -5.9655 -1.4255
O -7.1860 -5.3484 -2.4560
O -6.3181 -6.6450 -0.8090
C -5.0789 -6.6445 -1.5166
H -10.3620 -7.3202 -2.0522
H -11.1148 -5.8556 -2.7236
H -9.4916 -6.3495 -3.2276
H -10.3069 -5.4018 -0.4352
H -9.3546 -4.4547 -1.5691
H -4.7639 -5.6300 -1.7662
H -5.1667 -7.2532 -2.4190
H -4.3227 -7.0895 -0.8706
C 1.5943 -4.0646 -0.4826
C 1.1397 -5.4960 -0.2819
O -0.2087 -5.6726 -0.7377
C -0.3628 -5.7942 -2.0618
O 0.5169 -5.7807 -2.8861
O -1.6764 -5.9096 -2.3160
C -1.9947 -5.9597 -3.7060
H 0.8888 -3.3695 -0.0208
H 2.5826 -3.9083 -0.0482
H 1.6421 -3.8102 -1.5440
H 1.1430 -5.7315 0.7839
H 1.8117 -6.2059 -0.7706
H -1.4202 -6.7325 -4.2190
H -1.8184 -4.9838 -4.1620
H -3.0539 -6.2002 -3.7986
C 1.1454 6.0595 0.1373
C 1.8020 5.4769 -1.0990
O 1.7134 6.3885 -2.2034
C 2.5936 7.3965 -2.1904
O 3.4410 7.5902 -1.3524
O 2.3568 8.1709 -3.2593
C 3.1748 9.3385 -3.3206
H 0.1214 6.3708 -0.0824
H 1.1292 5.3276 0.9469
H 1.6791 6.9462 0.4866
H 1.2722 4.5709 -1.3965
H 2.8410 5.1953 -0.9094
H 4.2333 9.0874 -3.2366
H 2.8828 10.0382 -2.5352
H 3.0081 9.8117 -4.2879
C 6.1725 7.5117 -0.1673
C 5.7781 6.9395 1.1789
O 6.7861 6.0464 1.6755
C 7.8579 6.6330 2.2228
O 8.0374 7.8197 2.3408
O 8.7135 5.6687 2.5995
C 9.9449 6.1613 3.1239
H 6.4174 6.7101 -0.8686
H 5.3652 8.1110 -0.5816
H 7.0608 8.1425 -0.0832
H 4.8656 6.3505 1.0687
H 5.5672 7.7279 1.9057
H 9.7758 6.8808 3.9265
H 10.5360 6.6109 2.3238
H 10.4967 5.3140 3.5304

=====

104
Properties=species:S:1:pos:R:3 method="wB97M-V/def2-TZVPD" multiplicity=2 charge=+1 e_lumo_ev="-3.311 / -3.300" orbital_gap_ev="6.19 / 6.20" de_lowest_kcal_mol=60.2 e_tot_ha=-4015.50607
Ti -0.3355 -1.5974 -0.5264
C -4.1051 2.1333 0.4444
Sb -2.6721 3.1055 -0.8345
C -4.2448 3.8827 -2.1636
C -2.5420 4.9467 0.3657
C -2.6715 4.6993 1.8195
C -3.8365 5.0940 2.4698
C -3.9969 4.9315 3.8320
C -2.9688 4.3775 4.5748
C -1.8201 3.9526 3.9365
C -1.6527 4.0816 2.5605
C -0.4544 3.4904 1.9295
Sb -0.9017 1.3532 1.5083
C 1.0200 1.1302 0.5367
C 0.0271 0.8257 3.4407
H -5.1169 2.4487 0.2222
H -3.8706 2.3790 1.4761
H -4.0107 1.0634 0.2862
H -4.9026 4.5489 -1.6132
H -4.8285 3.0579 -2.5637
H -3.7995 4.4300 -2.9892
H -3.3391 5.5946 0.0121
H -1.5888 5.4172 0.1324
H -4.6271 5.5524 1.8933
H -4.9161 5.2305 4.3118
H -3.0647 4.2738 5.6453
H -1.0179 3.5220 4.5189
H 0.3874 3.5191 2.6164
H -0.1729 3.9837 1.0012
H 1.0209 1.6592 -0.4128
H 1.1708 0.0515 0.3810
H 1.8040 1.5406 1.1740
H 1.0399 1.2264 3.4681
H 0.0808 -0.2493 3.5701
H -0.5481 1.2544 4.2572
C -2.8648 -1.5491 2.2611
C -1.4061 -1.8750 2.2818
O -0.5985 -1.4441 1.4224
N -0.9837 -2.5870 3.3334
C 0.3157 -3.2233 3.5226
C 1.5230 -2.3105 3.5426
C 2.2018 -2.0802 4.7348
C 3.3641 -1.3272 4.6993
C 3.7980 -0.8341 3.4803
C 3.0457 -1.1104 2.3496
N 1.9396 -1.8345 2.3760
H -3.2478 -1.7038 1.2492
H -2.9943 -0.4887 2.4952
H -3.4414 -2.1475 2.9618
H -1.6804 -2.8198 4.0265
H 0.4721 -3.9435 2.7093
H 0.2644 -3.7572 4.4732
H 1.8321 -2.4829 5.6651
H 3.9230 -1.1326 5.6010
H 4.7003 -0.2510 3.4072
H 3.3538 -0.7601 1.3732
C -2.4517 0.9871 -3.5748
N -1.0183 0.9956 -3.8189
C -0.6510 1.4676 -5.1381
C -0.2445 0.1007 -3.1523
N -0.1936 0.0099 -1.8656
N 0.6168 -0.6913 -3.9056
C 0.8398 -2.0032 -3.5696
N 1.4689 -2.7324 -4.5227
N 0.4612 -2.4666 -2.4317
H -2.8541 1.9902 -3.7085
H -2.6793 0.6062 -2.5813
H -2.9362 0.3037 -4.2780
H 0.4172 1.6754 -5.1740
H -0.9334 0.7852 -5.9476
H -1.1776 2.4093 -5.2901
H -0.8537 0.6653 -1.4431
H 0.7400 -0.4352 -4.8759
H 1.7604 -2.3122 -5.3880
H 1.7221 -3.6922 -4.3612
H 0.5864 -3.4770 -2.3651
O -2.3712 -1.8022 -2.5934
S -2.6711 -1.9031 -1.1858
O -3.9982 -2.2341 -0.7922
O -2.1805 -0.6420 -0.5063
O -1.6378 -2.8936 -0.5997
C 1.9177 -5.0480 0.5460
C 0.8896 -4.1232 0.4137
N 1.1238 -2.8615 -0.0190
C 2.3587 -2.5491 -0.4128
C 3.4313 -3.4374 -0.4174
C 3.1949 -4.7184 0.1506
C 4.7167 -3.1512 -0.9898
C 5.1225 -2.2489 -1.9228
C 4.4698 -1.1530 -2.5874
C 4.9171 -0.7569 -3.8676
C 4.2435 0.2638 -4.4967
N 3.2336 0.9194 -3.9149
C 2.9509 0.5444 -2.6815
N 3.4767 -0.4525 -2.0039
H 1.7057 -6.0275 0.9467
H -0.1449 -4.3772 0.6202
H 2.5130 -1.5352 -0.7819
H 4.0007 -5.4296 0.2337
H 5.4720 -3.8776 -0.7144
H 6.1296 -2.4113 -2.2915
H 5.7524 -1.2494 -4.3394
H 4.5107 0.5984 -5.4903
H 2.1958 1.1194 -2.1611